Here is 12 unconnected molecules or ions with the total composition C42H90N6O12 in a non-equilibrium geometry from the OMol25 dataset. Energies are from ωB97M-V with the def2-TZVPD basis set.

Cartesian coordinates (Å):
C (-5.784, -0.153, 2.522)
N (-4.834, 0.829, 2.069)
C (-3.704, 1.085, 2.933)
C (-4.769, 1.295, 0.797)
O (-3.945, 2.123, 0.402)
H (-6.577, -0.308, 1.790)
H (-6.217, 0.210, 3.454)
H (-5.300, -1.120, 2.659)
H (-3.196, 0.125, 3.023)
H (-3.059, 1.913, 2.639)
H (-4.181, 1.375, 3.869)
H (-5.593, 0.958, 0.149)
C (-0.512, -4.058, -0.697)
N (-0.767, -4.920, -1.864)
C (-2.146, -5.346, -2.001)
C (0.236, -5.498, -2.601)
O (0.005, -6.404, -3.410)
H (-0.827, -4.685, 0.137)
H (-1.117, -3.170, -0.881)
H (0.548, -3.817, -0.770)
H (-2.356, -5.937, -2.893)
H (-2.577, -5.997, -1.240)
H (-2.815, -4.486, -1.988)
H (1.270, -5.154, -2.449)
C (5.638, -0.605, -4.634)
N (4.750, 0.408, -4.024)
C (4.629, 1.597, -4.810)
C (4.008, 0.167, -2.967)
O (3.175, 0.972, -2.498)
H (6.633, -0.207, -4.837)
H (5.153, -0.877, -5.571)
H (5.702, -1.461, -3.962)
H (4.092, 1.499, -5.754)
H (4.085, 2.341, -4.229)
H (5.604, 1.965, -5.130)
H (4.330, -0.817, -2.590)
C (4.376, 0.511, 0.621)
N (4.422, 1.937, 0.911)
C (5.647, 2.418, 1.608)
C (3.403, 2.732, 0.362)
O (3.469, 3.972, 0.146)
H (4.643, 0.317, -0.417)
H (3.364, 0.171, 0.846)
H (4.990, -0.123, 1.261)
H (5.693, 3.504, 1.528)
H (5.562, 2.116, 2.652)
H (6.583, 1.921, 1.352)
H (2.601, 2.029, 0.089)
C (0.717, 2.902, -3.093)
N (0.260, 4.265, -2.895)
C (-1.101, 4.381, -2.456)
C (1.107, 5.314, -2.983)
O (2.266, 5.143, -3.148)
H (0.799, 2.415, -2.122)
H (1.690, 2.861, -3.583)
H (0.064, 2.212, -3.628)
H (-1.504, 5.393, -2.501)
H (-1.821, 3.730, -2.951)
H (-0.981, 4.159, -1.396)
H (0.544, 6.257, -2.900)
C (-0.813, 1.268, -0.106)
N (-0.158, -0.024, 0.202)
C (-0.908, -0.710, 1.232)
C (0.950, -0.492, -0.470)
O (1.533, -1.527, -0.196)
H (-1.296, 1.737, 0.752)
H (-1.735, 1.133, -0.671)
H (-0.187, 2.014, -0.595)
H (-1.968, -0.702, 0.977)
H (-0.649, -1.766, 1.307)
H (-0.801, -0.251, 2.215)
H (1.202, 0.171, -1.312)
C (3.898, -4.099, -0.444)
C (3.380, -5.489, -0.163)
C (3.636, -6.155, -1.459)
O (3.422, -5.195, -2.459)
C (3.763, -3.922, -1.973)
H (4.932, -3.970, -0.126)
H (3.337, -3.359, 0.127)
H (2.325, -5.482, 0.111)
H (3.905, -6.029, 0.625)
H (2.983, -7.015, -1.606)
H (4.640, -6.579, -1.436)
H (2.961, -3.314, -2.392)
H (4.668, -3.606, -2.491)
C (1.697, -3.153, 3.959)
C (1.710, -1.960, 3.074)
C (3.101, -1.406, 3.363)
O (3.185, -1.537, 4.751)
C (2.463, -2.697, 5.212)
H (2.204, -3.941, 3.402)
H (0.631, -3.324, 4.107)
H (0.956, -1.202, 3.287)
H (1.606, -2.249, 2.028)
H (3.235, -0.372, 3.047)
H (3.987, -1.981, 3.093)
H (1.839, -2.333, 6.028)
H (3.230, -3.401, 5.533)
C (1.218, 3.986, 3.459)
C (-0.112, 3.181, 3.454)
C (0.243, 1.903, 4.192)
O (1.575, 1.806, 4.080)
C (2.193, 3.043, 4.115)
H (1.066, 4.892, 4.045)
H (1.418, 4.245, 2.420)
H (-0.372, 2.894, 2.435)
H (-0.918, 3.696, 3.978)
H (-0.318, 1.072, 3.764)
H (-0.104, 1.970, 5.223)
H (3.181, 3.036, 3.655)
H (2.266, 3.294, 5.173)
C (-3.448, -0.175, -4.275)
C (-2.658, -1.430, -4.329)
C (-1.593, -1.328, -3.291)
O (-1.632, 0.032, -2.896)
C (-2.959, 0.503, -3.019)
H (-4.531, -0.207, -4.394)
H (-3.070, 0.369, -5.141)
H (-2.192, -1.637, -5.293)
H (-3.290, -2.305, -4.176)
H (-0.589, -1.498, -3.682)
H (-1.806, -1.836, -2.351)
H (-3.013, 1.587, -3.120)
H (-3.337, 0.233, -2.033)
C (-5.743, -3.507, -0.169)
C (-4.816, -3.993, 0.956)
C (-3.637, -2.983, 0.992)
O (-3.531, -2.698, -0.387)
C (-4.822, -2.502, -0.876)
H (-6.626, -2.999, 0.219)
H (-5.970, -4.277, -0.906)
H (-4.425, -5.001, 0.816)
H (-5.281, -3.976, 1.942)
H (-2.684, -3.425, 1.283)
H (-3.724, -2.015, 1.484)
H (-4.652, -2.763, -1.921)
H (-5.121, -1.463, -0.740)
C (-2.518, 6.120, 2.845)
C (-1.945, 5.296, 1.701)
C (-2.852, 5.623, 0.520)
O (-3.110, 6.952, 0.771)
C (-3.385, 7.148, 2.142)
H (-1.656, 6.583, 3.326)
H (-3.117, 5.581, 3.578)
H (-2.090, 4.227, 1.856)
H (-0.902, 5.469, 1.434)
H (-3.801, 5.088, 0.551)
H (-2.404, 5.426, -0.454)
H (-4.469, 7.103, 2.243)
H (-3.175, 8.203, 2.319)

The orbital gap is 8.779 eV. As for the structure (SMILES): CN(C)C=O.CN(C)C=O.CN(C)C=O.CN(C)C=O.CN(C)C=O.CN(C)C=O.C1CCOC1.C1CCOC1.C1CCOC1.C1CCOC1.C1CCOC1.C1CCOC1. The calculated total energy is -78518.3389 eV.